Entry 1:
Computed, not measured: a 2-piece molecular cluster, C8H17N2P overall at a distorted geometry, with ωB97M-V with the def2-TZVPD basis set.

```
28
Properties=species:S:1:pos:R:3:nbo_charge:R:1
C 0.4944 2.1575 -0.4922 0.2268
C 0.6178 -2.1072 1.4704 -0.6098
C -1.6516 0.2542 -1.7128 -0.6254
C -1.9215 1.4323 0.7162 -0.6505
C 2.0467 0.9567 0.9712 -0.6519
C 0.3378 -1.5021 0.1406 -0.2181
C -1.4719 0.1847 -0.1707 -0.0271
C 0.9305 0.8800 0.0149 0.1158
N 0.2197 3.2061 -0.9006 -0.3360
N -0.0476 -0.0877 0.1188 -0.4027
P 2.2803 0.0389 -2.4730 -0.0304
H -0.1879 -1.5735 2.1768 0.2117
H 0.6846 -3.1458 1.3960 0.2226
H 1.5899 -1.8093 1.8457 0.2056
H -2.6971 0.3650 -1.9165 0.2143
H -1.0815 1.1357 -2.0392 0.2282
H -1.2325 -0.6537 -2.1800 0.2146
H -1.2712 2.5004 0.6322 0.2557
H -2.0807 1.1616 1.7885 0.2159
H -2.9505 1.6190 0.4010 0.2143
H 1.7711 1.4248 1.8621 0.2234
H 2.3977 -0.0953 1.3202 0.2218
H 2.9595 1.5004 0.5178 0.2426
H 1.1779 -1.6486 -0.5321 0.2069
H -0.4594 -1.9114 -0.4435 0.2046
H -2.0555 -0.6446 0.1433 0.2045
H 2.6783 1.2242 -3.1360 -0.0269
H 3.4385 0.1644 -1.7260 -0.0505
```

For the max |F|, the calculation gives 0.0828 Eh/bohr. The net charge is 0. The value obtained for the relative energy (zero: lowest compared OMol25 entry of this formula, charge and spin) is 71.1 kcal per mole. The multiplicity is 1. The value obtained for the LUMO energy (spin up / spin down) is -0.2117 / -0.7204 eV.

***

Entry 2:
Computed, not measured: C2H7N3O2 as an isolated structure at a distorted geometry, with ωB97M-V with the def2-TZVPD basis set.

```
14
Properties=species:S:1:pos:R:3:nbo_charge:R:1
C -1.2664 0.1396 0.5146 -0.2711
N 0.2334 0.7923 -0.0452 -0.1486
C -0.5100 -0.9859 -0.0885 0.7379
N 1.2089 0.7301 0.9624 -0.6506
N 0.7272 1.0461 -1.3422 -0.6498
O -0.3925 -1.9125 0.9861 -0.7336
O -0.5497 -1.3953 -1.2462 -0.6781
H -0.4465 -2.8008 0.5983 0.4902
H 1.6734 1.6302 1.0118 0.3529
H 1.9088 0.0246 0.7249 0.3458
H 0.2370 1.8442 -1.7331 0.3524
H 0.5509 0.2251 -1.9278 0.3780
H -2.1957 0.3757 -0.0014 0.2276
H -1.1787 0.2864 1.5864 0.2470
```

For the max |F|, the calculation gives 0.1002 Eh/bohr. The net charge is 0. The value obtained for the relative energy (zero: lowest compared OMol25 entry of this formula, charge and spin) is 120.8 kcal per mole. The multiplicity is 1. The value obtained for the LUMO energy is 0.7314 eV.

***

Entry 3:
Computed, not measured: C43H64BCl3F4N5O3SiTi as an isolated structure at a distorted geometry, with ωB97M-V with the def2-TZVPD basis set.

```
125
Properties=species:S:1:pos:R:3:lowdin_charge:R:1
Ti -0.9077 -0.0021 -0.9367 1.0825
C 1.8398 -2.1567 -2.5795 -0.0534
C 0.7976 -1.4224 -3.4120 -0.2815
N 0.3964 -0.0751 -2.9065 -0.2042
C 1.6331 0.7506 -2.8266 -0.2165
C 1.4665 2.2363 -2.5683 -0.0447
C -0.4926 0.4898 -3.9599 -0.1666
C -1.5154 1.4907 -3.4222 -0.2026
N -1.4111 1.6373 -1.9655 -0.0938
C -2.0851 2.7189 -1.4283 -0.1601
C -1.7867 3.0756 -0.1135 -0.1789
F -0.8951 2.2868 0.5201 0.0478
C -2.3518 4.1395 0.5447 -0.2403
F -2.0492 4.3447 1.8362 0.0889
C -3.2601 4.9589 -0.0936 0.0686
C -3.5817 4.6319 -1.3929 -0.2122
F -4.4832 5.3682 -2.0572 0.0995
C -3.0372 3.5391 -2.0486 -0.1395
F -3.4944 3.2870 -3.2889 0.0853
H 2.8451 -1.8078 -2.7941 0.0519
H 1.8018 -3.2173 -2.8354 0.0920
H 1.6692 -2.0537 -1.5088 0.0506
H -0.1149 -2.0114 -3.5445 -0.0244
H 1.1850 -1.2947 -4.4284 0.1248
H 2.1487 0.6222 -3.7869 0.1304
H 2.2602 0.3160 -2.0515 0.0808
H 0.8867 2.7285 -3.3513 0.0803
H 2.4631 2.6790 -2.5562 0.0816
H 0.9989 2.4455 -1.6108 0.0610
H -1.0124 -0.3379 -4.4370 0.0830
H 0.1365 0.9519 -4.7258 0.1311
H -2.5088 1.1375 -3.6985 0.1007
H -1.3731 2.4593 -3.9041 0.1185
H -3.7260 5.7921 0.4112 0.1407
O -2.6665 -3.4248 -0.1026 -0.0475
H -3.1917 -3.0454 0.6129 0.0377
H -3.2677 -3.6260 -0.8331 -0.0126
O -0.6318 -2.0213 -0.9257 -0.1469
H -0.5319 -2.4797 -1.7712 0.0649
H -1.3690 -2.5278 -0.4649 0.0474
Cl -1.2003 -3.1926 -5.1857 0.0081
C -3.3129 -3.1689 -3.8333 -1.3282
Cl -4.5859 -3.0830 -4.9649 0.6458
Cl -3.1689 -4.6257 -2.8989 0.6667
C -2.9232 -2.0143 -3.1581 -0.3809
N -2.4451 -1.1257 -2.5984 0.1895
C 0.9801 -4.7453 -0.1668 -0.0593
C 1.2496 -3.6869 0.9094 -0.3590
C 2.3963 -4.1682 1.8054 -0.0434
C 0.0257 -3.3641 1.7520 -0.1349
C -0.7724 -4.4105 2.1985 -0.0369
C -1.8466 -4.1757 3.0380 -0.0679
C -2.0922 -2.8875 3.4800 -0.0597
C -1.2952 -1.8083 3.0944 -0.1258
C -1.5147 -0.5142 3.8729 -0.3410
C -1.3357 0.8012 3.1165 -0.0565
C -0.6580 -0.5128 5.1485 -0.0483
C -0.2744 -2.0533 2.1682 -0.1150
N 0.6302 -1.0019 1.7872 0.0325
B 0.7622 -0.0842 0.6485 -0.3269
N 2.0817 0.5282 0.9184 0.0499
C 2.5673 0.0444 2.1380 -0.0764
C 1.7245 -0.8597 2.6394 -0.0835
C 2.9442 1.5318 0.3343 -0.1245
C 4.0484 1.1264 -0.4422 -0.1370
C 4.8780 2.1079 -0.9779 -0.0392
C 4.6553 3.4502 -0.7307 -0.0662
C 3.6134 3.8252 0.0968 -0.0321
C 2.7626 2.8803 0.6633 -0.1316
C 1.7546 3.3339 1.6982 -0.3613
C 2.4412 3.4842 3.0599 -0.0419
C 1.0593 4.6421 1.3193 -0.0609
C 4.4135 -0.3326 -0.6863 -0.3608
C 4.9620 -0.5772 -2.0953 -0.0840
C 5.4738 -0.8187 0.3147 -0.0455
H 1.7948 -4.7566 -0.8931 0.0776
H 0.0438 -4.5775 -0.6995 0.0728
H 0.9270 -5.7455 0.2688 0.0785
H 1.5709 -2.7672 0.4229 0.1009
H 2.1030 -5.0734 2.3428 0.0842
H 2.6809 -3.4138 2.5392 0.0653
H 3.2770 -4.4012 1.2020 0.0828
H -0.5578 -5.4208 1.8729 0.1158
H -2.4752 -4.9940 3.3671 0.1080
H -2.8950 -2.7094 4.1873 0.1165
H -2.5553 -0.5616 4.2051 0.1252
H -0.2807 1.0821 3.0536 0.0731
H -1.8600 1.6041 3.6405 0.0909
H -1.7277 0.7378 2.1049 0.0364
H 0.3902 -0.3358 4.9064 0.0629
H -0.7366 -1.4577 5.6891 0.0825
H -0.9834 0.2899 5.8145 0.0829
H 3.4973 0.3999 2.5446 0.1251
H 1.8110 -1.4420 3.5414 0.1283
H 5.7202 1.8175 -1.5923 0.1083
H 5.3059 4.1995 -1.1644 0.1063
H 3.4727 4.8724 0.3283 0.1094
H 0.9971 2.5622 1.7973 0.0992
H 3.2359 4.2327 3.0065 0.0846
H 2.8797 2.5435 3.3971 0.0668
H 1.7175 3.8072 3.8119 0.0835
H 1.7415 5.4918 1.3820 0.0762
H 0.2400 4.8373 2.0090 0.0717
H 0.6556 4.6073 0.3040 0.0838
H 3.5139 -0.9356 -0.5445 0.1122
H 5.9698 -0.1712 -2.1995 0.0766
H 4.3410 -0.1281 -2.8718 0.0703
H 5.0341 -1.6495 -2.2850 0.0824
H 6.3561 -0.1757 0.2685 0.0861
H 5.7831 -1.8364 0.0659 0.0818
H 5.1088 -0.8264 1.3364 0.0614
C -4.7573 -1.2491 1.2696 -0.1437
Si -4.0718 0.1613 0.2464 0.3641
C -4.9856 0.2306 -1.3709 -0.1462
C -4.4882 1.7281 1.1641 -0.1325
O -2.4297 -0.0398 0.0461 -0.3904
H -5.6582 -0.9016 1.7809 0.0404
H -4.0608 -1.5863 2.0448 0.0187
H -5.0581 -2.1061 0.6588 0.0326
H -5.9514 0.7169 -1.2045 0.0463
H -5.1702 -0.7570 -1.7976 0.0265
H -4.4414 0.8157 -2.1174 0.0225
H -5.4623 1.5898 1.6409 0.0433
H -4.5726 2.5725 0.4768 0.0285
H -3.7707 1.9915 1.9451 0.0305
```

For the max |F|, the calculation gives 0.0230 Eh/bohr. The net charge is 0. The value obtained for the relative energy (zero: lowest compared OMol25 entry of this formula, charge and spin) is 6.8 kcal per mole. The multiplicity is 2. The value obtained for the LUMO energy (spin up / spin down) is -0.2517 / -0.7947 eV.

***

Entry 4:
Computed, not measured: a 4-piece molecular cluster, C42H73N6O3 overall at a distorted geometry, with ωB97M-V with the def2-TZVPD basis set.

```
124
Properties=species:S:1:pos:R:3:lowdin_charge:R:1
N -0.0302 -1.1803 3.1973 0.0881
C 0.4683 -0.4780 2.2045 -0.1484
C 0.8746 0.3770 0.8590 -0.1003
C 1.0600 1.9471 1.2909 -0.3654
C 1.4169 1.9278 2.9250 -0.1149
N 1.5597 1.8968 4.2317 0.0950
C 2.4148 2.6063 0.5771 -0.1502
C 2.5674 2.2360 -1.0124 -0.1791
C 3.7593 1.1003 -1.3064 -0.2809
N 3.3816 0.2424 -2.5185 -0.0552
C -0.2817 2.8760 1.1405 -0.1596
C -1.1158 2.6786 -0.2567 -0.1671
C -2.2816 1.4824 -0.1685 -0.1409
C -2.5912 0.6071 1.1840 -0.0407
C -3.6993 -0.6162 1.3082 -0.0510
C -4.5665 -0.9897 -0.0324 -0.0735
C -4.3003 -0.0946 -1.3807 -0.0700
C -3.2000 1.1313 -1.5165 -0.0288
H 1.9596 -0.0098 0.5449 0.1184
H 0.1880 0.1905 -0.0696 0.1314
H 2.4701 3.7506 0.8259 0.1244
H 3.3298 2.0835 1.1375 0.1280
H 1.5848 1.8529 -1.5219 0.0959
H 2.9642 3.2234 -1.5519 0.1220
H 4.8220 1.6080 -1.4565 0.1207
H 3.8935 0.3496 -0.4041 0.0984
H 3.0493 0.9201 -3.2424 0.0624
H 4.2011 -0.3132 -2.8520 0.0642
H -1.0035 2.7957 2.0828 0.1257
H 0.0954 4.0080 1.1469 0.1235
H -0.4515 2.5687 -1.2207 0.1044
H -1.7376 3.6855 -0.4154 0.1244
H -1.9843 0.8508 2.1690 0.0717
H -3.8618 -1.2416 2.3110 0.0963
H -5.3298 -1.8770 0.0336 0.0762
H -4.9333 -0.3517 -2.3526 0.0740
H -3.0437 1.7468 -2.5003 0.0824
C -0.5523 8.9385 2.1659 -0.0417
C -1.6555 7.8486 2.2209 -0.4735
C -2.9972 8.4540 2.7187 -0.1408
C -3.0433 8.6976 4.2189 -0.1907
C -2.6740 7.4346 4.9862 -0.1393
C -1.3077 6.8388 4.5525 -0.4717
N -1.1833 6.6957 3.0589 -0.0162
O -1.9387 5.5702 2.6858 -0.0439
C -0.1709 7.7431 5.1125 -0.0479
C -1.0906 5.4896 5.3110 -0.0437
C -1.8480 7.4838 0.7077 -0.0497
H -0.2710 9.3462 3.1308 0.0512
H 0.3556 8.5486 1.6922 0.0893
H -0.8861 9.7981 1.5709 0.0880
H -3.8241 7.7765 2.4601 0.1243
H -3.2040 9.3947 2.1979 0.1209
H -2.3771 9.5234 4.4861 0.1044
H -4.0531 9.0146 4.5054 0.1152
H -2.6691 7.6563 6.0607 0.1248
H -3.4700 6.6899 4.8351 0.1253
H 0.7908 7.5107 4.6410 0.0934
H -0.0419 7.5968 6.1927 0.0849
H -0.3658 8.8108 5.0035 0.0563
H -1.8909 4.7666 5.1208 0.0761
H -1.0713 5.6423 6.3947 0.0824
H -0.1337 5.0311 5.0255 0.0865
H -0.9446 7.0203 0.2912 0.0809
H -2.0571 8.3833 0.1138 0.0850
H -2.6904 6.8037 0.5389 0.0739
C -3.7996 -5.9366 -5.0794 -0.0425
C -3.9479 -5.6490 -3.5617 -0.4738
C -4.5927 -6.8624 -2.8362 -0.1412
C -6.0939 -6.9790 -3.0478 -0.1908
C -6.7953 -5.6731 -2.6973 -0.1400
C -6.2118 -4.4492 -3.4533 -0.4704
N -4.7109 -4.3713 -3.3633 -0.0184
O -4.3970 -3.8914 -2.0796 -0.0370
C -6.6683 -4.5195 -4.9400 -0.0484
C -6.9186 -3.1577 -2.9285 -0.0465
C -2.4561 -5.5666 -3.0845 -0.0478
H -4.7378 -6.0451 -5.6127 0.0502
H -3.2275 -5.1420 -5.5712 0.0902
H -3.2584 -6.8770 -5.2445 0.0877
H -4.4082 -6.7840 -1.7548 0.1242
H -4.1137 -7.7932 -3.1571 0.1209
H -6.3063 -7.2692 -4.0812 0.1044
H -6.4891 -7.7843 -2.4171 0.1151
H -7.8675 -5.7745 -2.9067 0.1240
H -6.7133 -5.5141 -1.6116 0.1247
H -6.0958 -3.8247 -5.5651 0.0933
H -7.7265 -4.2472 -5.0446 0.0839
H -6.5999 -5.5183 -5.3732 0.0570
H -6.7986 -3.0219 -1.8485 0.0647
H -7.9972 -3.1934 -3.1116 0.0823
H -6.5273 -2.2652 -3.4361 0.0820
H -1.9399 -4.7094 -3.5355 0.0869
H -1.9038 -6.4701 -3.3749 0.0845
H -2.3625 -5.4882 -1.9956 0.0764
C 8.2435 -3.7637 1.5489 -0.0414
C 7.0901 -2.9515 0.9022 -0.4727
C 5.7112 -3.5363 1.3163 -0.1384
C 5.3387 -4.8138 0.5806 -0.1884
C 5.4417 -4.6225 -0.9271 -0.1395
C 6.8304 -4.0954 -1.3783 -0.4722
N 7.2839 -2.8984 -0.5856 -0.0182
O 6.5640 -1.7887 -1.0620 -0.0466
C 7.8639 -5.2537 -1.2606 -0.0486
C 6.7822 -3.8212 -2.9163 -0.0484
C 7.2261 -1.5538 1.6006 -0.0467
H 8.3218 -4.7896 1.2056 0.0507
H 9.2090 -3.2781 1.3686 0.0902
H 8.1098 -3.8282 2.6362 0.0890
H 4.9242 -2.7926 1.1234 0.1211
H 5.6892 -3.7260 2.3944 0.1232
H 5.9770 -5.6382 0.9123 0.1047
H 4.3123 -5.0980 0.8414 0.1171
H 5.2147 -5.5732 -1.4255 0.1244
H 4.6559 -3.9203 -1.2436 0.1242
H 8.8912 -4.8789 -1.3330 0.0932
H 7.7328 -5.9873 -2.0664 0.0839
H 7.7673 -5.8363 -0.3434 0.0572
H 6.0024 -3.1032 -3.1913 0.0687
H 6.5627 -4.7362 -3.4757 0.0815
H 7.7479 -3.4391 -3.2749 0.0896
H 8.1696 -1.0629 1.3298 0.0863
H 7.2159 -1.6617 2.6932 0.0871
H 6.4033 -0.8738 1.3531 0.0686
```

For the max |F|, the calculation gives 0.2431 Eh/bohr. The net charge is 0. The multiplicity is 4. The value obtained for the LUMO energy (spin up / spin down) is 0.5419 / -0.3650 eV.

***

Entry 5:
Computed, not measured: C16H13AgO11 as an isolated structure at a distorted geometry, with ωB97M-V with the def2-TZVPD basis set.

```
41
Properties=species:S:1:pos:R:3:nbo_charge:R:1
Ag -20.5038 -6.7056 2.3159 0.8869
C -19.1821 -9.8522 4.2341 -0.6186
C -20.6301 -9.6704 4.1491 -0.0457
O -21.0421 -8.3585 3.8691 -0.9557
H -18.5584 -9.3195 3.5161 0.2345
H -19.0036 -10.9271 4.2049 0.1239
H -18.8080 -9.5815 5.2214 0.1499
H -21.0637 -10.1416 5.0312 0.0455
H -20.8938 -10.3193 3.3140 0.0834
O -20.9311 -7.6180 -3.0537 -1.0292
C -20.5371 -8.6496 -2.1030 -0.1080
C -19.5494 -8.1858 -0.9907 -0.0949
O -19.8854 -7.0715 -0.1593 -0.8968
H -20.1698 -9.5528 -2.5902 0.0154
H -21.4539 -8.9873 -1.6197 0.0728
H -18.6419 -7.9316 -1.5384 0.0635
H -19.2431 -9.0852 -0.4565 0.0341
C -22.5160 -1.4628 1.5848 -0.5541
C -22.4777 -2.7245 0.9630 0.4252
C -22.0840 -3.9660 1.8846 0.4372
O -21.8790 -5.0471 1.2992 -0.6637
C -21.8286 -3.7327 3.3020 -0.5363
C -21.9718 -2.4931 3.8351 0.3728
C -22.3579 -1.3123 2.9323 0.4021
O -22.4333 -0.0923 3.3433 -0.7763
O -21.6432 -2.3972 5.0775 -0.7618
O -22.5820 -2.9313 -0.2684 -0.6889
H -22.4728 -0.6090 0.9248 0.1681
H -21.4698 -4.5124 3.9575 0.2032
C -18.9864 -1.8749 1.6126 -0.5460
C -18.8549 -1.2567 2.9319 0.4311
C -18.3291 -2.2469 4.0665 0.4061
O -18.2710 -1.7270 5.2071 -0.7486
C -18.2061 -3.6516 3.8355 -0.5090
C -18.4112 -4.0895 2.5712 0.3878
C -18.8107 -3.2258 1.3946 0.3740
O -18.9988 -3.6719 0.1860 -0.6525
O -18.0884 -5.3527 2.4810 -0.7670
O -19.0987 -0.0671 3.2234 -0.7200
H -19.2414 -1.1808 0.8254 0.1782
H -17.9745 -4.3498 4.6262 0.1776
```

For the max |F|, the calculation gives 0.1014 Eh/bohr. The net charge is -6. The multiplicity is 1. The value obtained for the LUMO energy is 12.5676 eV.

***

Entry 6:
Computed, not measured: one molecule with the formula C2H6N2O at a distorted geometry, with ωB97M-V with the def2-TZVPD basis set.

```
11
Properties=species:S:1:pos:R:3:nbo_charge:R:1
N 0.4976 1.5331 0.5770 -0.8124
C 1.1802 0.2137 0.4914 -0.0737
N 0.3287 -0.9779 0.3482 -0.6354
C -0.8288 -0.8998 -0.3990 0.5255
O -1.1423 -0.0193 -1.1484 -0.6007
H -0.3606 1.3741 1.0981 0.3409
H 0.0948 1.6456 -0.3640 0.3736
H 1.7167 0.2337 -0.4552 0.1929
H 1.8046 0.1355 1.3724 0.1968
H 0.1030 -1.5191 1.1564 0.3832
H -1.4394 -1.8136 -0.3406 0.1095
```

For the max |F|, the calculation gives 0.0288 Eh/bohr. As for the SMILES: NCNC=O. The net charge is 0. The value obtained for the relative energy (zero: lowest compared OMol25 entry of this formula, charge and spin) is 23.1 kcal per mole. The multiplicity is 1. The value obtained for the LUMO energy is 0.8179 eV.

***

Look up the multiplicity of the first one. 1